The following is a DFT calculation (the ωB97M-V functional and the def2-TZVPD basis) of C31H38AuClN4O2S4 as an isolated structure.

Element x y z (Å)
Au  -1.54  -0.13  -2.31
Cl  -3.24  -4.38  2.91
S  -6.25  -1.55  -1.70
S  -5.28  -2.38  -4.35
S  -4.00  0.28  -1.22
S  -2.88  -0.72  -4.25
O  2.89  2.16  3.24
O  -7.46  -3.34  -3.22
N  0.37  2.68  0.75
N  -0.72  3.48  0.62
N  -0.84  1.68  -0.76
N  0.86  0.22  -3.10
C  3.41  -1.92  -4.08
C  1.79  -0.09  -3.70
C  -1.42  2.84  -0.30
C  -2.92  -1.80  2.14
C  0.71  -3.23  -1.77
C  2.65  -0.45  -5.97
C  -1.03  -1.26  4.10
C  -0.80  1.15  3.29
C  4.13  0.50  -4.16
C  2.18  4.73  4.11
C  3.00  -0.50  -4.48
C  1.49  2.50  3.09
C  -2.34  -0.54  2.23
C  0.64  -5.06  -3.34
C  -1.39  -0.25  3.21
C  -0.73  -4.84  -3.50
C  1.12  3.61  4.13
C  -1.35  -1.96  -1.13
C  -2.53  -2.79  3.03
C  0.73  1.17  3.20
C  -1.59  -2.53  4.01
C  -4.34  -1.14  -3.54
C  -0.23  4.29  3.86
C  -4.80  -0.74  -2.27
C  0.28  1.63  -0.07
C  1.11  3.00  5.54
C  1.35  -4.26  -2.46
C  -1.37  -3.84  -2.80
C  -6.52  -2.58  -3.11
C  -0.66  -3.01  -1.92
C  1.51  3.01  1.62
H  2.42  -4.43  -2.31
H  -0.35  5.11  4.58
H  -3.66  -2.01  1.38
H  1.04  0.56  2.35
H  1.68  4.08  1.56
H  -1.12  1.61  4.22
H  0.36  2.20  5.66
H  -1.24  1.75  2.49
H  5.01  0.22  -4.73
H  -0.31  -1.06  4.89
H  1.27  -2.61  -1.07
H  2.36  2.51  1.17
H  -0.28  4.72  2.86
H  -2.43  -3.66  -2.94
H  3.63  -1.99  -3.01
H  -0.80  -1.61  -0.25
H  2.62  -2.64  -4.31
H  3.84  1.52  -4.43
H  2.09  2.59  5.84
H  -1.30  -5.46  -4.19
H  3.04  1.86  4.14
H  -2.37  3.20  -0.67
H  -2.40  -2.15  -0.92
H  4.38  0.48  -3.10
H  -1.31  -3.31  4.71
H  1.14  0.65  4.08
H  2.11  5.34  3.21
H  1.86  -1.16  -6.21
H  1.99  5.40  4.96
H  0.86  3.78  6.27
H  2.32  0.55  -6.27
H  -2.64  0.23  1.53
H  4.31  -2.19  -4.64
H  3.54  -0.70  -6.55
H  1.05  0.86  -0.16
H  -1.09  3.63  3.98
H  1.14  -5.86  -3.88
H  3.20  4.35  4.19

Computed properties:
Electronic energy: -102374.18895 eV
Spin multiplicity: 1
Orbital gap: 5.104 eV
ΔE to the lowest compared entry with this formula, charge and spin: 220.3 kJ/mol
Highest occupied orbital energy: -0.251 Eh

The following is a DFT calculation (the ωB97M-V functional and the def2-TZVPD basis) of C31H38CrN2O4P2SeSi2 as an isolated structure.

Element x y z (Å)
Se  -0.24  -4.52  -1.28
Cr  0.09  -1.72  -0.71
P  -1.49  0.39  -0.37
P  1.57  0.38  -0.24
Si  -3.49  -1.93  -0.42
Si  3.53  -2.02  0.02
O  -1.66  -5.32  -1.33
O  1.07  -5.46  -1.53
O  -0.09  -3.68  0.18
O  -0.25  -3.22  -2.33
N  2.12  -1.13  -0.34
N  -1.99  -1.12  -0.35
C  1.81  1.71  4.19
C  2.18  2.61  3.20
C  -2.17  0.85  3.64
C  -3.04  1.96  -3.81
C  3.13  2.74  -3.20
C  1.35  0.06  2.50
C  -3.52  -3.29  0.86
C  -3.64  2.16  -1.12
C  4.64  -2.11  -1.49
C  -4.42  2.83  -2.05
C  -2.03  0.32  2.36
C  2.29  1.98  -2.40
C  2.14  2.23  1.86
C  -4.12  2.73  -3.40
C  4.58  -1.27  1.42
C  4.00  1.83  -0.74
C  3.11  -3.74  0.58
C  -1.80  1.16  1.27
C  4.85  2.60  -1.53
C  2.72  1.51  -1.17
C  -1.84  3.07  2.76
C  4.41  3.05  -2.77
C  -2.26  1.31  -2.87
C  1.38  0.43  3.83
C  -2.07  2.22  3.84
C  -4.95  -0.78  0.01
C  -3.81  -2.59  -2.13
C  1.73  0.95  1.50
C  0.07  0.48  -0.89
C  -1.70  2.53  1.49
C  -2.55  1.40  -1.51
H  1.03  -0.94  2.22
H  -2.33  0.19  4.47
H  5.39  -1.98  1.65
H  -5.84  -1.39  0.19
H  -5.18  -0.08  -0.80
H  3.99  -1.13  2.33
H  5.49  -2.79  -1.35
H  -3.64  -2.85  1.85
H  -2.58  -3.85  0.82
H  -2.80  1.87  -4.86
H  -2.18  2.63  4.84
H  5.84  2.84  -1.17
H  2.35  -3.71  1.36
H  2.51  3.61  3.47
H  1.28  1.73  -2.71
H  2.78  3.09  -4.17
H  -2.10  -0.74  2.19
H  -1.49  3.19  0.65
H  5.03  -1.12  -1.74
H  -4.73  3.25  -4.14
H  -3.98  -1.75  -2.81
H  -4.68  -3.25  -2.17
H  -1.75  4.14  2.91
H  2.68  -4.34  -0.23
H  1.83  2.00  5.23
H  4.04  -2.47  -2.33
H  -3.90  2.23  -0.07
H  1.07  -0.27  4.60
H  5.05  -0.32  1.16
H  5.07  3.64  -3.39
H  -4.75  -0.20  0.92
H  -5.27  3.42  -1.72
H  -2.94  -3.15  -2.47
H  -4.34  -3.99  0.68
H  4.35  1.49  0.23
H  -1.40  0.71  -3.18
H  4.01  -4.24  0.96
H  2.42  2.95  1.10

Computed properties:
Electronic energy: -172039.16255 eV
Spin multiplicity: 5
Orbital gap (alpha / beta): 5.234 / 6.820 eV
ΔE to the lowest compared entry with this formula, charge and spin: 15.3 kJ/mol
Charge: -2
Highest occupied orbital energy (alpha / beta): -0.034 / -0.092 Eh

The following is a DFT calculation (the ωB97M-V functional and the def2-TZVPD basis) of a 3-piece molecular cluster, C31H38F13NO7S overall.

Element x y z (Å)
S  5.27  3.71  1.13
F  6.87  1.59  1.36
F  6.84  1.33  -1.67
F  6.57  -0.66  0.00
F  6.51  4.65  1.42
F  4.60  0.22  1.76
F  5.41  3.11  2.59
F  5.10  -0.58  -1.60
F  7.46  3.04  -0.13
F  4.00  2.79  0.90
F  3.19  0.29  0.09
F  5.12  4.35  -0.32
F  4.32  4.83  1.70
F  4.81  2.00  -1.43
O  2.29  -3.88  -9.92
O  -7.09  0.98  4.81
O  1.44  -1.84  -5.11
O  -1.26  -2.41  -1.03
O  0.82  -3.17  -0.80
O  -10.30  5.17  4.50
O  -4.90  1.75  2.23
N  1.67  -3.62  1.31
C  -1.14  1.01  -1.01
C  2.82  -2.20  -8.36
C  -7.83  1.93  4.74
C  1.94  -2.45  4.19
C  -7.54  3.04  3.80
C  1.63  -2.31  -6.21
C  -8.35  4.10  3.72
C  1.12  -4.03  -7.88
C  5.46  -0.03  -0.42
C  -9.85  3.09  5.51
C  5.84  1.45  -0.79
C  -9.04  2.04  5.59
C  2.09  -3.41  -8.82
C  -0.56  -0.50  -3.06
C  4.30  -0.33  0.56
C  -3.12  1.28  0.58
C  -0.10  -2.28  -1.29
C  6.42  2.37  0.38
C  3.05  -2.40  -0.29
C  -2.26  1.94  -0.50
C  0.72  -2.34  3.27
C  -4.30  1.02  3.29
C  0.91  -3.52  -6.67
C  -3.97  2.31  1.32
C  0.58  -3.50  2.28
C  -1.08  0.86  -2.53
C  0.47  -1.19  -2.16
C  4.04  -1.81  0.73
C  1.66  -2.65  0.27
C  2.61  -1.69  -7.15
C  -9.56  4.21  4.57
H  3.52  -1.77  -9.06
H  -0.47  1.66  -2.97
H  -3.31  3.02  1.84
H  -4.17  -0.03  3.02
H  1.18  -1.70  0.58
H  -4.57  2.87  0.60
H  0.52  -4.44  2.84
H  2.57  -3.73  1.74
H  3.41  -3.36  -0.65
H  -2.09  1.00  -2.92
H  3.62  -1.88  1.73
H  -10.74  3.20  6.11
H  3.12  -0.81  -6.79
H  -0.33  -3.39  1.70
H  -1.41  -1.17  -3.19
H  0.61  -4.91  -8.24
H  -2.46  0.77  1.29
H  -0.18  -2.32  3.89
H  -3.78  0.53  0.14
H  1.69  -2.98  5.11
H  -3.32  1.44  3.55
H  0.21  -3.95  -5.97
H  -0.19  1.40  -0.65
H  -4.97  1.09  4.14
H  -8.17  4.92  3.04
H  1.26  -1.64  -2.76
H  -1.26  0.02  -0.54
H  -0.12  -0.34  -4.04
H  -2.90  2.24  -1.33
H  2.97  -1.77  -1.17
H  2.29  -1.46  4.48
H  0.73  -1.39  2.73
H  -9.23  1.21  6.26
H  4.98  -2.36  0.74
H  -1.82  2.85  -0.08
H  2.78  -2.95  3.72
H  0.96  -0.46  -1.49
H  -6.65  2.93  3.19

Computed properties:
Electronic energy: -94744.13606 eV
SMILES: CCCN[C@@H](CCC(F)(F)C(F)(F)C(F)(F)C(F)(F)S(F)(F)(F)(F)F)OC(=O)CCCCCCCOC.O=C1C=CC(=O)C=C1.O=C1C=CC(=O)C=C1
Spin multiplicity: 1
Orbital gap: 7.667 eV
Highest occupied orbital energy: -0.344 Eh

The following is a DFT calculation (the ωB97M-V functional and the def2-TZVPD basis) of C31H38N4PS2Tl as an isolated structure.

Element x y z (Å)
Tl  0.19  0.14  0.15
S  2.66  -1.80  2.33
S  -2.84  0.42  0.53
P  0.81  4.39  0.55
N  2.51  -0.37  -1.66
N  -0.21  -2.88  1.65
N  -1.51  -2.03  -1.14
N  -0.04  0.79  -2.47
C  3.24  -3.24  -0.97
C  0.81  1.24  -4.53
C  1.21  5.94  -0.39
C  -0.97  -1.69  5.11
C  2.01  3.25  -0.28
C  -0.99  1.34  -3.23
C  1.08  0.71  -3.26
C  -0.04  -2.28  2.94
C  4.81  -2.74  -2.72
C  -1.59  -3.00  1.20
C  -0.52  1.64  -4.52
C  -1.10  -2.24  3.84
C  1.32  -1.19  4.61
C  3.99  -2.30  -1.68
C  -3.42  -2.06  -2.67
C  3.85  -0.84  -1.34
C  -0.73  3.90  -0.34
C  -5.29  -0.60  -2.47
C  -4.65  -1.63  -3.14
C  4.12  -5.02  -2.34
C  3.30  -4.59  -1.30
C  -4.69  -0.02  -1.37
C  1.23  -1.76  3.33
C  -1.68  -3.24  -0.31
C  -3.44  -0.43  -0.86
C  -0.62  -2.31  -2.28
C  2.33  0.19  -2.80
C  4.88  -4.09  -3.05
C  0.47  -4.17  1.62
C  -2.79  -1.49  -1.55
C  0.25  -1.17  5.49
H  -1.09  2.09  -5.32
H  5.53  -4.42  -3.85
H  -0.83  2.81  -0.29
H  5.40  -2.02  -3.27
H  4.62  -0.26  -1.88
H  -1.99  1.50  -2.83
H  2.19  6.31  -0.08
H  -0.04  -4.91  2.26
H  -0.89  -3.23  -2.82
H  0.46  6.70  -0.15
H  -1.82  -1.68  5.78
H  -2.09  -3.85  1.70
H  1.65  2.98  -1.28
H  0.40  -2.42  -1.91
H  1.51  1.32  -5.36
H  2.72  -5.30  -0.74
H  -0.92  -3.97  -0.60
H  4.00  -0.71  -0.26
H  4.17  -6.07  -2.60
H  2.10  2.34  0.31
H  -2.66  -3.68  -0.52
H  1.21  5.76  -1.47
H  -5.09  -2.10  -4.01
H  2.27  -0.78  4.91
H  -2.93  -2.87  -3.19
H  -1.60  4.34  0.14
H  0.37  -0.73  6.48
H  2.62  -2.89  -0.15
H  -0.64  -1.47  -2.97
H  -0.69  4.19  -1.39
H  3.17  0.29  -3.50
H  1.50  -4.04  1.96
H  -2.12  -2.08  1.43
H  2.99  3.72  -0.36
H  -5.17  0.80  -0.86
H  -6.26  -0.24  -2.81
H  -2.07  -2.62  3.55
H  0.51  -4.57  0.60

Computed properties:
Electronic energy: -74378.54408 eV
Spin multiplicity: 1
Orbital gap: 5.722 eV
ΔE to the lowest compared entry with this formula, charge and spin: 40.2 kJ/mol
Charge: -2
Highest occupied orbital energy: -0.043 Eh

The following is a DFT calculation (the ωB97M-V functional and the def2-TZVPD basis) of C31H38N5O3PPdSe as an isolated structure.

Element x y z (Å)
Pd  0.80  0.32  0.02
Se  -0.58  2.35  -0.97
P  -0.56  -1.57  -0.15
O  0.38  -0.42  4.22
O  2.19  0.41  -4.14
O  1.21  0.54  -2.18
N  -2.31  4.12  0.63
N  3.32  -0.32  -2.26
N  -2.61  4.24  -1.48
N  0.69  0.23  2.13
N  3.27  -0.61  -0.89
C  -3.71  -0.98  -2.76
C  -2.44  4.00  -2.92
C  -4.04  0.30  -0.76
C  3.60  0.35  2.37
C  2.21  0.21  -2.82
C  1.34  1.29  2.93
C  3.37  0.13  -4.89
C  -1.93  -3.67  3.69
C  -3.36  5.21  -0.93
C  -4.49  -0.10  -2.02
C  -2.86  -0.20  -0.25
C  2.17  -4.92  -1.69
C  -1.79  3.73  1.93
C  -2.11  -1.12  -0.99
C  -2.40  -4.04  2.44
C  -3.18  5.15  0.41
C  0.18  -0.65  2.94
C  1.53  -3.33  -0.02
C  -0.66  -1.86  2.68
C  2.77  1.62  2.52
C  -1.99  -3.34  1.32
C  -1.07  -2.58  3.81
C  0.45  -2.92  -0.82
C  2.39  -4.30  -0.47
C  -2.54  -1.50  -2.25
C  -1.95  3.57  -0.52
C  -1.11  -2.27  1.42
C  1.09  -4.54  -2.47
C  2.82  2.50  1.29
C  1.24  0.72  4.34
C  0.24  -3.55  -2.03
H  -2.17  4.42  2.68
H  4.10  -0.26  -0.43
H  -3.05  -4.91  2.36
H  -0.58  -3.26  -2.67
H  3.67  3.17  1.28
H  4.05  -0.71  -2.84
H  -3.57  5.73  1.22
H  3.79  -0.15  3.32
H  3.14  2.23  3.35
H  -2.53  0.09  0.74
H  3.59  -0.94  -4.94
H  -2.14  2.73  2.16
H  -4.66  0.94  -0.15
H  2.83  -5.70  -2.03
H  -2.66  2.95  -3.17
H  3.10  -0.35  1.71
H  -4.03  -1.32  -3.74
H  4.56  0.59  1.91
H  0.75  1.38  5.03
H  2.19  0.37  4.76
H  4.22  0.68  -4.47
H  -0.71  3.77  1.88
H  -3.97  5.87  -1.50
H  -1.98  -2.20  -2.85
H  1.66  -2.88  0.96
H  0.73  2.18  2.83
H  3.16  0.50  -5.88
H  -1.43  4.24  -3.20
H  2.84  1.98  0.37
H  1.95  3.14  1.19
H  -3.12  4.66  -3.45
H  -0.69  -2.26  4.77
H  -2.22  -4.22  4.57
H  -2.34  -3.66  0.34
H  0.90  -5.01  -3.42
H  -5.40  0.27  -2.45
H  3.22  -4.64  0.14
H  3.22  -1.60  -0.77

Computed properties:
Electronic energy: -124458.40931 eV
Spin multiplicity: 3
Orbital gap (alpha / beta): 7.799 / 5.860 eV
Charge: +2
Highest occupied orbital energy (alpha / beta): -0.464 / -0.475 Eh

The following is a DFT calculation (the ωB97M-V functional and the def2-TZVPD basis) of C31H38N6O5Pt as an isolated structure.

Element x y z (Å)
Pt  -0.52  0.67  -0.25
O  1.51  -1.96  -1.60
O  -0.61  -5.56  -0.04
O  -2.82  1.34  0.10
O  -2.21  -1.30  0.91
O  -2.45  0.13  -1.69
N  0.10  1.22  -2.23
N  0.48  -3.68  -0.63
N  -0.42  2.78  -0.11
N  1.61  0.72  -0.36
N  -0.42  -1.51  -0.44
N  -0.24  1.04  1.87
C  -3.21  0.73  -0.91
C  2.15  -0.61  2.86
C  0.70  -1.07  2.69
C  -0.30  5.19  3.47
C  -1.50  -2.02  0.25
C  3.49  0.13  -1.70
C  4.20  -0.26  -2.82
C  -1.62  -3.78  2.69
C  2.52  -0.25  -4.63
C  -1.29  3.16  -2.35
C  0.56  -2.32  -0.95
C  1.39  0.25  -3.98
C  -0.08  3.21  1.07
C  -0.78  1.94  -3.10
C  -1.05  4.09  3.84
C  -1.02  2.79  3.34
C  -2.41  -3.17  -2.37
C  2.13  0.44  -1.55
C  3.79  -0.47  -4.13
C  -1.83  -3.51  0.15
C  1.20  0.61  -2.65
C  -0.34  0.01  2.90
C  0.65  4.41  1.30
C  2.87  -0.41  1.53
C  2.46  0.89  0.81
C  -0.31  3.63  -1.29
C  0.57  5.26  2.38
C  -2.84  -3.72  -1.01
C  -0.62  -4.36  -0.16
C  -2.47  -4.03  1.44
C  -0.43  2.31  2.16
H  4.53  -0.85  -4.82
H  0.48  -1.87  3.40
H  -4.29  0.73  -1.14
H  -0.56  4.65  -1.01
H  -1.44  -3.57  -2.68
H  -3.01  -4.80  -1.09
H  1.92  1.53  1.50
H  -3.14  -3.45  -3.13
H  -2.34  -2.08  -2.35
H  -1.61  2.06  3.88
H  -1.50  3.97  -3.04
H  -0.58  -4.09  2.52
H  -2.22  2.92  -1.84
H  3.35  1.44  0.50
H  4.07  0.14  -0.79
H  0.57  -1.48  1.69
H  0.72  3.61  -1.67
H  -0.39  6.07  4.08
H  -3.78  -3.25  -0.72
H  1.27  -4.24  -0.91
H  -0.24  2.26  -4.00
H  2.69  -1.37  3.43
H  2.38  -0.49  -5.67
H  3.95  -0.39  1.70
H  -1.70  4.23  4.70
H  -1.64  -2.72  2.95
H  0.51  0.33  -4.60
H  -0.20  0.46  3.89
H  -2.01  -4.35  3.53
H  1.33  4.68  0.50
H  -2.61  -5.10  1.31
H  -3.44  -3.57  1.57
H  1.20  6.14  2.33
H  2.20  0.32  3.44
H  2.66  -1.26  0.87
H  5.25  -0.46  -2.63
H  -1.33  -0.44  2.87
H  -1.63  1.33  -3.42

Computed properties:
Electronic energy: -55186.92282 eV
Spin multiplicity: 1
Orbital gap: 6.299 eV
ΔE to the lowest compared entry with this formula, charge and spin: 195.1 kJ/mol
Highest occupied orbital energy: -0.273 Eh